# 1
Entry from OMol25: C10H16Cl3F5O2RuTe as an isolated structure (ωB97M-V/def2-TZVPD).

Last column: Mulliken charge in e.
Element x y z (Å)
C -1.01 0.69 -1.13  1.341
C -1.07 -0.59 -1.86  0.652
C 0.20 -1.20 -1.78  1.544
C -2.20 -1.05 -2.69  -1.485
C 1.10 -0.31 -1.13  0.378
C 0.43 0.86 -0.77  0.667
C 1.04 2.09 -0.25  -1.877
C -1.83 1.86 -1.54  -2.063
C 0.53 -2.53 -2.34  -1.826
C 2.54 -0.56 -0.92  -1.855
Ru -1.58 -0.36 0.55  -0.109
Cl -2.16 -2.51 0.25  -0.409
Cl -3.83 0.07 0.78  -0.458
Cl 0.07 -1.42 1.65  -0.275
H -3.05 -0.37 -2.59  0.352
H -2.53 -2.06 -2.41  0.250
H -1.89 -1.08 -3.74  0.342
H -0.08 -3.32 -1.87  0.250
H 1.60 -2.77 -2.19  0.437
H 0.34 -2.56 -3.43  0.275
H 2.70 -1.60 -0.57  0.382
H 2.95 0.12 -0.16  0.344
H 3.14 -0.43 -1.84  0.274
H 1.84 1.86 0.47  0.446
H 0.29 2.67 0.31  0.348
H 1.44 2.72 -1.05  0.318
H -2.88 1.58 -1.54  0.442
H -1.55 2.24 -2.53  0.294
H -1.70 2.66 -0.80  0.343
O -1.28 1.35 1.64  -0.698
H -0.38 1.26 2.07  0.450
F 0.24 1.97 4.72  -0.451
Te 1.26 0.40 4.39  1.979
F 1.24 0.13 6.28  -0.430
F -0.36 -0.60 4.46  -0.446
F 2.92 1.29 4.74  -0.463
F 2.21 -1.24 4.24  -0.446
O 1.32 0.77 2.60  -0.816

Results
- LUMO energy (spin up / spin down) (eV) = 4.868 / 4.859
- ⟨S²⟩ = 6.0336
- Kohn-Sham gap (spin up / spin down) (eV) = 5.68 / 6.46
- total charge = -2
- E_tot (Eh) = -2784.00570
- 2S+1 = 5


# 2
Entry from OMol25: C10H16Cl3FHfO as an isolated structure (ωB97M-V/def2-TZVPD).

Last column: natural (NBO) charge in e.
Element x y z (Å)
C -0.50 0.78 -2.51  -0.152
C -1.35 -0.32 -2.32  0.002
C -0.56 -1.48 -2.15  -0.158
C -2.82 -0.32 -2.46  -0.654
C 0.81 -1.06 -2.06  -0.151
C 0.84 0.33 -2.39  -0.162
C 2.08 1.08 -2.67  -0.600
C -0.88 2.19 -2.78  -0.627
C -1.04 -2.82 -1.71  -0.630
C 1.99 -1.92 -1.90  -0.611
Hf 1.16 1.20 1.97  2.362
Cl -3.07 0.62 0.28  -0.975
Cl -0.70 2.55 3.00  -0.586
Cl 0.39 -1.15 1.41  -0.542
H -3.17 0.65 -2.12  0.236
H -3.19 -1.12 -1.81  0.209
H -3.12 -0.50 -3.50  0.146
H -1.98 -2.70 -1.14  0.207
H -0.29 -3.41 -1.19  0.183
H -1.31 -3.32 -2.64  0.171
H 1.80 -2.72 -1.17  0.185
H 2.86 -1.40 -1.49  0.176
H 2.35 -2.45 -2.80  0.153
H 3.01 0.53 -2.57  0.187
H 2.21 1.92 -1.97  0.148
H 2.12 1.57 -3.67  0.165
H -1.78 2.34 -2.19  0.228
H -1.12 2.35 -3.84  0.162
H -0.11 2.89 -2.44  0.168
O 1.40 1.99 0.32  -1.052
H 1.49 2.85 -0.09  0.517
F 2.79 1.20 3.03  -0.705

Results
- LUMO energy (eV) = 4.485
- Kohn-Sham gap (eV) = 3.50
- total charge = -2
- E_tot (Eh) = -1994.52474
- 2S+1 = 1


# 3
Entry from OMol25: C10H16Cl3IOPb as an isolated structure (ωB97M-V/def2-TZVPD).

Last column: natural (NBO) charge in e.
Element x y z (Å)
C -0.37 -1.34 0.53  0.135
C -1.05 -0.74 -0.57  -0.049
C -1.26 0.64 -0.27  -0.023
C -1.51 -1.40 -1.81  -0.659
C -0.74 0.89 1.04  0.111
C -0.18 -0.34 1.54  -0.176
C 0.53 -0.51 2.82  -0.638
C 0.07 -2.74 0.56  -0.682
C -1.97 1.59 -1.16  -0.658
C -0.75 2.20 1.74  -0.682
Pb 2.19 1.42 -2.90  1.319
Cl 0.25 1.01 -4.30  -0.751
Cl 2.63 -1.31 -1.82  -0.820
Cl 1.59 3.11 -0.60  -0.814
H -1.15 -2.44 -1.85  0.206
H -1.14 -0.87 -2.71  0.244
H -2.62 -1.42 -1.88  0.184
H -1.53 1.58 -2.19  0.248
H -1.90 2.62 -0.77  0.218
H -3.03 1.34 -1.27  0.192
H -0.14 2.93 1.15  0.282
H -0.29 2.11 2.73  0.204
H -1.77 2.62 1.85  0.193
H 0.44 0.42 3.42  0.198
H 1.64 -0.70 2.66  0.268
H 0.10 -1.35 3.42  0.178
H 0.71 -2.95 -0.32  0.261
H -0.80 -3.44 0.51  0.200
H 0.66 -2.96 1.47  0.219
O 2.77 -0.82 1.53  -0.507
H 2.93 -0.98 0.53  0.480
I 5.67 1.82 -3.11  -0.878

Results
- LUMO energy (spin up / spin down) (eV) = 4.288 / 3.883
- energy relative to the best compared isomer or geometry (same formula, charge and spin) (kcal per mole) = 20.89
- Kohn-Sham gap (spin up / spin down) (eV) = 5.99 / 5.61
- total charge = -2
- E_tot (Eh) = -2337.07935
- 2S+1 = 1


# 4
Entry from OMol25: C10H16Cl3N3O3Pt as an isolated structure (ωB97M-V/def2-TZVPD).

Last column: natural (NBO) charge in e.
Element x y z (Å)
Pt 1.33 0.25 -1.18  1.290
C 2.96 2.31 2.65  -0.425
N 1.53 1.99 2.54  -0.309
C 0.73 2.18 3.76  -0.428
C 0.98 1.65 1.41  0.672
O 1.67 1.58 0.33  -0.690
C -0.53 1.44 1.34  -0.152
O -0.83 1.29 -0.03  -0.529
C -1.92 0.50 -0.41  -0.152
C -1.57 -0.07 -1.78  0.672
O -0.41 0.18 -2.26  -0.690
N -2.46 -0.72 -2.46  -0.311
C -2.20 -1.19 -3.83  -0.425
C -3.83 -0.91 -1.97  -0.427
H 3.41 1.65 3.39  0.233
H 3.06 3.34 2.97  0.240
H 3.45 2.17 1.69  0.246
H 1.40 2.08 4.61  0.250
H -0.04 1.42 3.85  0.221
H 0.29 3.17 3.78  0.237
H -1.04 2.31 1.76  0.235
H -0.81 0.56 1.92  0.218
H -2.83 1.10 -0.49  0.235
H -2.11 -0.31 0.30  0.217
H -1.19 -0.95 -4.13  0.246
H -2.90 -0.69 -4.51  0.240
H -2.37 -2.26 -3.87  0.232
H -3.84 -1.06 -0.89  0.220
H -4.23 -1.80 -2.44  0.248
H -4.46 -0.06 -2.23  0.238
Cl 2.25 -5.07 -1.39  0.137
C 3.27 -3.92 -0.54  -0.267
Cl 4.92 -3.99 -1.08  0.163
Cl 3.14 -4.11 1.21  0.123
C 2.75 -2.56 -0.86  0.473
N 2.41 -1.51 -1.15  -0.483

Results
- LUMO energy (spin up / spin down) (eV) = -5.755 / -8.817
- ⟨S²⟩ = 2.0075
- Kohn-Sham gap (spin up / spin down) (eV) = 10.58 / 7.78
- total charge = +2
- E_tot (Eh) = -2279.84618
- 2S+1 = 3